2 unconnected molecules or ions with the total composition C4H12N4S at a distorted geometry, computed with ωB97M-V/def2-TZVPD.

- HOMO (eV) = -16.905
- max |F| (eV/Å) = 4.90
- energy above the lowest of the compared OMol25 structures with the same formula, charge and spin (kJ/mol) = 432.4
- E_tot (Eh) = -776.0072
- net charge = +2
- HOMO-LUMO gap (hartree) = 0.2912

```
21
Properties=species:S:1:pos:R:3:forces:R:3:mulliken_charge:R:1
C 0.171 -1.492 -2.070 2.202 -0.888 -0.551 0.400
C 0.268 1.245 1.781 0.993 -1.983 -3.169 -1.071
C 0.984 0.784 0.441 -2.941 -2.652 2.259 -0.469
C -0.498 1.098 0.479 1.080 -1.491 1.688 0.041
N 1.347 -1.029 -2.410 -4.022 0.680 -1.223 0.113
N -1.365 -0.051 0.496 -0.163 -0.201 0.056 -0.255
N 2.519 -1.048 -1.763 0.904 0.347 0.457 -0.420
N -2.348 0.102 1.507 0.992 -4.199 2.318 -0.319
S -0.971 -2.506 -1.967 0.093 0.640 0.090 -0.077
H 0.238 0.444 2.471 -0.109 -0.497 0.866 0.432
H 0.425 2.218 2.101 0.409 1.515 0.711 0.350
H 1.570 1.436 -0.058 1.984 1.964 -1.407 0.303
H 1.226 -0.334 0.336 -0.372 2.056 0.498 0.242
H -0.901 2.006 0.187 -0.605 1.576 -1.255 0.476
H 1.273 -0.320 -3.167 0.265 -0.500 0.418 0.332
H 2.560 -1.791 -1.043 0.902 0.586 -1.132 0.302
H -1.933 -0.204 -0.314 0.175 0.073 -1.010 0.258
H 3.230 -0.699 -2.441 -0.064 -1.130 1.539 0.302
H -1.880 0.214 2.421 -0.089 0.572 -0.322 0.366
H -3.054 0.731 1.370 -2.184 3.012 -0.507 0.325
H -2.861 -0.805 1.644 0.552 0.520 -0.326 0.369
```
Positions in Å, forces in eV/Å.

***

A molecular structure, C4H12N4SSi at a distorted geometry, computed with ωB97M-V/def2-TZVPD.

- HOMO (eV) = -8.858
- max |F| (eV/Å) = 4.22
- energy above the lowest of the compared OMol25 structures with the same formula, charge and spin (kJ/mol) = 13.1
- E_tot (Eh) = -1066.1876
- HOMO-LUMO gap (hartree) = 0.3501

```
22
Properties=species:S:1:pos:R:3:forces:R:3:mulliken_charge:R:1
C -1.181 -1.948 -1.114 -1.054 -0.332 3.997 -1.313
C -2.260 0.715 0.302 3.649 0.006 0.749 -1.118
C -0.541 -1.294 1.914 -3.193 -1.921 -1.548 -1.027
C 1.910 2.507 -0.724 -0.306 1.235 0.352 -0.828
N 2.874 -0.459 -0.530 0.023 -1.605 -1.756 0.243
N 1.946 -0.871 -1.110 -1.055 -1.784 -1.370 -0.183
N 3.088 0.422 0.264 1.171 1.747 2.699 -0.430
N 0.562 0.169 -0.367 1.404 0.869 -0.310 -0.021
Si -0.894 -0.595 0.158 -0.826 -0.619 0.882 0.214
S 1.462 1.166 0.441 -0.646 1.404 0.191 0.293
H -1.672 -2.852 -0.714 0.503 0.267 -0.024 0.324
H -1.743 -1.659 -1.890 -2.811 1.555 -2.730 0.477
H -0.329 -2.141 -1.621 3.299 -1.163 -0.967 0.454
H -2.374 1.331 -0.516 -0.083 1.164 -2.183 0.396
H -3.137 0.239 0.446 -3.083 -1.468 0.915 0.369
H -1.999 1.402 1.105 -0.191 -0.184 0.449 0.297
H 0.097 -2.149 1.717 0.863 0.294 0.528 0.277
H -0.245 -0.471 2.490 1.079 0.727 1.166 0.369
H -1.462 -1.790 2.418 1.247 1.066 -0.858 0.307
H 1.516 2.156 -1.753 1.341 0.577 1.514 0.271
H 3.054 2.650 -0.475 -2.311 -0.186 -1.242 0.353
H 1.329 3.472 -0.437 0.981 -1.649 -0.453 0.278
```
Positions in Å, forces in eV/Å.

***

C4H12NO in the gas phase at a distorted geometry, computed with ωB97M-V/def2-TZVPD.

- HOMO (alpha / beta) (eV) = -3.290 / -10.647
- spin multiplicity = 2
- max |F| (eV/Å) = 5.50
- energy above the lowest of the compared OMol25 structures with the same formula, charge and spin (kJ/mol) = 394.4
- E_tot (Eh) = -289.3799
- <S²> = 0.750
- HOMO-LUMO gap (alpha / beta) (hartree) = 0.1436 / 0.4069

```
18
Properties=species:S:1:pos:R:3:forces:R:3:mulliken_spin:R:1
C -0.890 0.061 1.165 -1.344 1.713 1.750 0.156
O -1.222 -1.219 1.685 -0.826 0.771 3.348 -0.387
C -0.209 -0.100 -0.213 0.860 -1.424 2.773 0.070
C 0.380 1.160 -0.656 0.695 4.608 0.069 -0.123
C 0.816 1.429 -2.123 -0.778 3.288 3.273 0.162
N 0.896 -1.227 -0.022 -1.366 0.173 1.522 2.523
H -1.746 0.808 1.051 -0.028 -1.520 -0.787 0.086
H -0.545 0.658 2.088 1.554 -0.679 -1.896 0.049
H -1.335 -1.073 2.737 0.319 -0.836 -3.727 0.057
H -0.884 -0.632 -0.863 -0.521 0.431 -0.396 0.370
H -0.169 2.142 -0.326 -0.598 -1.991 -0.760 0.042
H 1.217 1.559 -0.015 -0.119 -1.752 -0.342 0.006
H 1.150 0.614 -2.546 2.547 -4.535 -1.788 -0.071
H -0.019 1.606 -2.834 0.516 1.363 0.720 -0.032
H 1.721 2.100 -1.848 -1.797 -0.315 -2.034 -0.072
H 0.605 -2.018 0.619 -0.438 0.513 0.029 -0.035
H 1.781 -0.956 0.393 0.912 0.788 0.367 -0.935
H 1.149 -1.771 -0.818 0.414 -0.596 -2.121 -0.868
```
Positions in Å, forces in eV/Å.

***

2 unconnected molecules or ions with the total composition C4H12NO at a distorted geometry, computed with ωB97M-V/def2-TZVPD.

- HOMO (eV) = -14.715
- max |F| (eV/Å) = 3.99
- energy above the lowest of the compared OMol25 structures with the same formula, charge and spin (kJ/mol) = 169.8
- E_tot (Eh) = -289.3102
- net charge = +1
- HOMO-LUMO gap (hartree) = 0.4225

```
18
Properties=species:S:1:pos:R:3:forces:R:3:mulliken_charge:R:1
C 1.056 0.473 -0.957 0.899 -0.109 -0.691 0.118
O 1.385 -0.867 -0.450 0.505 0.848 0.894 -0.650
C 2.242 1.434 -0.839 -0.179 0.217 -0.410 -1.307
H 0.805 0.335 -2.029 0.090 0.083 0.669 0.233
H 0.180 0.838 -0.436 -0.210 0.165 0.151 0.165
H 2.197 -0.760 0.099 -0.702 -0.261 -0.642 0.344
H 3.096 1.004 -1.365 0.000 0.006 0.034 0.374
H 1.985 2.361 -1.382 0.120 -0.313 0.348 0.353
H 2.569 1.710 0.180 -0.454 -0.281 -0.304 0.384
C -2.035 -0.675 0.334 -0.987 1.987 0.467 -0.111
C -2.610 0.270 1.129 -1.249 -1.540 -3.463 -0.606
N -0.892 -1.471 0.809 -0.336 0.546 0.492 -0.221
H -2.276 -0.866 -0.720 0.058 0.224 0.596 0.351
H -3.511 0.869 0.737 1.761 -0.991 0.655 0.249
H -2.384 0.313 2.148 0.471 0.414 1.448 0.273
H 0.042 -1.046 0.531 0.006 -0.386 -0.246 0.294
H -0.953 -1.528 1.832 0.215 -0.357 -0.244 0.385
H -0.898 -2.393 0.379 -0.010 -0.253 0.246 0.372
```
Positions in Å, forces in eV/Å.

***

A gas-phase ion, C4H12NO (charge +1) at a distorted geometry, computed with ωB97M-V/def2-TZVPD.

- HOMO (eV) = -15.355
- max |F| (eV/Å) = 1.81
- energy above the lowest of the compared OMol25 structures with the same formula, charge and spin (kJ/mol) = 101.2
- E_tot (Eh) = -289.3363
- net charge = +1
- HOMO-LUMO gap (hartree) = 0.4511

```
18
Properties=species:S:1:pos:R:3:forces:R:3:mulliken_charge:R:1
O 1.088 -0.824 2.008 -0.079 -0.477 -0.616 -0.532
C -0.237 -1.305 1.767 0.538 1.300 -0.735 -0.416
C -0.786 -0.466 0.589 -0.823 -0.778 -0.362 -0.662
N 0.228 -0.643 -0.525 -1.095 1.206 0.779 -0.138
C 0.199 0.374 -1.639 -0.574 0.259 -0.610 -0.321
C 0.190 1.829 -1.236 0.343 1.038 0.680 -1.162
H 1.132 -0.273 2.775 0.007 0.566 0.765 0.315
H -0.045 -2.330 1.444 -0.776 -0.140 0.229 0.299
H -0.901 -1.189 2.618 0.038 -0.420 0.119 0.398
H -1.788 -0.769 0.255 0.413 -0.639 -0.168 0.376
H -0.981 0.584 0.731 0.802 0.356 0.707 0.342
H 0.015 -1.552 -0.917 0.627 -0.323 -0.158 0.345
H 1.110 -0.613 0.003 0.256 -0.279 -0.342 0.419
H 1.032 0.103 -2.280 0.021 0.154 -0.123 0.360
H -0.734 0.226 -2.182 0.060 -0.494 -0.059 0.316
H -0.088 2.539 -2.016 0.145 -0.670 -0.690 0.391
H -0.580 2.090 -0.513 0.058 -0.348 0.356 0.340
H 1.144 2.221 -0.881 0.038 -0.314 0.229 0.329
```
Positions in Å, forces in eV/Å.

***

2 unconnected molecules or ions with the total composition C4H12NO at a distorted geometry, computed with ωB97M-V/def2-TZVPD.

- HOMO (eV) = -14.692
- max |F| (eV/Å) = 1.52
- energy above the lowest of the compared OMol25 structures with the same formula, charge and spin (kJ/mol) = 65.8
- E_tot (Eh) = -289.3498
- net charge = +1
- HOMO-LUMO gap (hartree) = 0.4188

```
18
Properties=species:S:1:pos:R:3:forces:R:3:mulliken_charge:R:1
C -0.601 1.883 0.416 -0.259 0.164 -0.093 -0.628
N 0.830 1.679 -0.128 -1.089 -0.365 0.955 -0.170
C 0.899 0.219 -0.614 0.183 1.450 -0.416 -0.616
C -0.074 -0.471 0.296 -0.434 -0.904 -0.961 -0.326
C -1.276 0.504 0.368 1.270 -0.062 0.262 -0.528
H -0.612 2.233 1.446 0.653 0.072 -0.028 0.310
H -0.990 2.704 -0.182 -0.526 -0.331 -0.063 0.373
H 1.449 1.839 0.663 0.447 0.110 -0.379 0.361
H 0.963 2.353 -0.872 0.565 0.058 0.047 0.340
H 1.951 -0.036 -0.678 -0.025 -0.449 0.374 0.385
H 0.532 0.297 -1.638 -0.134 -0.296 0.030 0.302
H -0.403 -1.382 -0.203 0.118 -0.112 0.097 0.239
H 0.371 -0.827 1.222 -0.082 0.493 0.278 0.317
H -1.803 0.299 1.293 -0.471 0.198 -0.158 0.331
H -1.895 0.373 -0.514 -0.199 0.022 0.086 0.316
H -0.048 -4.066 0.374 -0.116 -0.149 1.127 0.321
H 0.180 -3.995 -1.022 0.251 -0.049 -1.123 0.318
O 0.526 -3.603 -0.227 -0.151 0.149 -0.034 -0.644
```
Positions in Å, forces in eV/Å.

***

2 unconnected molecules or ions with the total composition C4H12NO2 at a distorted geometry, computed with ωB97M-V/def2-TZVPD.

- HOMO (eV) = -2.593
- max |F| (eV/Å) = 4.26
- energy above the lowest of the compared OMol25 structures with the same formula, charge and spin (kJ/mol) = 178.2
- E_tot (Eh) = -364.7876
- net charge = -1
- HOMO-LUMO gap (hartree) = 0.2414

```
19
Properties=species:S:1:pos:R:3:forces:R:3:mulliken_charge:R:1
C 1.797 -0.250 1.288 -1.345 0.053 -0.648 -0.606
O 2.123 -1.521 1.096 1.453 -0.543 0.981 -0.881
C 0.556 -0.114 0.302 1.112 1.629 -0.607 0.201
C -0.132 1.275 0.280 -0.598 -1.557 1.403 -0.656
C -1.501 1.176 -0.517 1.242 2.376 2.019 -1.146
N -0.429 -1.146 0.495 -2.165 1.379 0.795 -0.562
H 2.443 0.588 0.927 0.733 -0.155 -0.212 0.222
H 1.666 0.116 2.428 -0.647 -0.612 -1.433 0.127
H 0.953 -0.292 -0.744 0.239 0.342 1.062 0.102
H 0.587 2.028 -0.134 -0.877 -0.475 0.426 0.396
H -0.397 1.512 1.391 0.666 -0.088 -1.725 0.305
H -2.119 1.852 0.142 -0.261 -0.693 -1.472 0.252
H -1.223 1.621 -1.442 -0.659 0.492 -1.087 0.303
H -1.929 0.202 -0.670 0.006 -0.235 0.362 0.429
H -1.011 -0.691 1.220 -0.309 -0.693 -0.349 0.242
H -0.027 -1.899 0.992 1.325 -1.091 0.323 0.306
H 0.230 -1.770 -2.385 2.591 -0.915 0.917 0.319
H -1.020 -1.171 -1.900 1.070 -0.988 -2.254 0.362
O -0.565 -1.516 -2.769 -3.576 1.776 1.499 -0.716
```
Positions in Å, forces in eV/Å.

***

2 unconnected molecules or ions with the total composition C4H12NO2 at a distorted geometry, computed with ωB97M-V/def2-TZVPD.

- HOMO (eV) = -3.201
- max |F| (eV/Å) = 6.87
- energy above the lowest of the compared OMol25 structures with the same formula, charge and spin (kJ/mol) = 155.4
- E_tot (Eh) = -364.7963
- net charge = -1
- HOMO-LUMO gap (hartree) = 0.2742

```
19
Properties=species:S:1:pos:R:3:forces:R:3:mulliken_charge:R:1
C 0.935 1.410 0.810 -1.764 -1.329 0.952 -0.642
O 0.466 1.948 -0.284 -1.158 0.632 -2.855 -0.901
C 0.692 -0.189 0.985 2.113 1.338 0.813 -0.435
C -0.452 -0.947 0.360 0.517 1.640 -4.454 -0.786
C -0.105 -1.694 -0.979 -0.744 0.320 0.179 -0.484
N 0.064 -0.622 -2.046 -0.071 -2.893 0.484 -0.724
H 1.970 1.616 0.876 1.905 -0.217 0.583 0.408
H 0.478 1.881 1.704 -0.114 0.003 0.629 0.204
H 1.750 -0.563 0.791 -1.412 -0.455 -0.006 0.209
H 0.493 -0.308 2.053 0.533 -0.002 0.304 0.282
H -0.759 -1.610 1.038 -1.384 -2.933 2.686 0.629
H -1.329 -0.299 0.098 0.957 -0.440 0.398 0.241
H -0.920 -2.439 -1.273 0.715 1.076 0.347 0.251
H 0.800 -2.338 -0.833 -0.328 0.622 -0.180 0.266
H 0.962 -0.859 -2.432 0.334 0.410 -0.573 0.227
H 0.195 0.216 -1.531 0.252 1.522 0.454 0.385
H -1.059 1.747 -0.258 0.611 0.208 0.948 0.406
H -2.174 1.543 0.888 -0.568 0.509 6.155 0.234
O -2.008 1.508 0.034 -0.395 -0.011 -6.862 -0.770
```
Positions in Å, forces in eV/Å.